Molecular formula: C5H10O
Method: DFT, wB97M-V/def2-TZVPD

Results
HOMO (eV): -8.861
Electronic energy (eV): -7392.3893
Multiplicity: 1
SMILES: C=C(C)[C@@H](C)O
Strongest force on any atom (eV Å⁻¹): 3.89
Energy above the lowest of the compared OMol25 structures with the same formula, charge and spin (kJ/mol): 229.2
HOMO-LUMO gap (eV): 9.70

Last columns: bonded neighbours and bond lengths (Å).
Geometry (Å):
1 C 1.68696 0.35154 0.29726  C2 1.537, H6 1.078, H7 1.139, H8 1.079
2 C 0.40771 0.52086 -0.53766  C1 1.537, C3 1.461, H9 1.084, O16 1.429
3 C -0.69491 -0.07634 0.21303  C2 1.461, C4 1.445, C5 1.360
4 C -0.97482 -1.48027 0.01453  C3 1.445, H11 1.199, H12 1.118, H13 1.297
5 C -1.33490 0.79862 1.03445  C3 1.360, H14 1.162, H15 1.110
6 H 2.02251 -0.67261 0.27799  C1 1.078
7 H 2.50053 1.04459 -0.09592  C1 1.139
8 H 1.40697 0.72025 1.27226  C1 1.079
9 H 0.16841 1.57662 -0.58817  C2 1.084
10 H 1.12197 0.30918 -2.33327  O16 1.024
11 H -0.01006 -2.17506 -0.13797  C4 1.199
12 H -1.75140 -1.83279 0.73670  C4 1.118
13 H -1.74229 -1.34981 -1.02279  C4 1.297
14 H -2.20375 0.63328 1.78763  C5 1.162
15 H -1.07211 1.85890 0.83574  C5 1.110
16 O 0.46917 -0.22696 -1.75382  C2 1.429, H10 1.024